Model one:
Molecular formula: C2H6N2OS
Method: DFT, ωB97M-V/def2-TZVPD

Calculated values
Gap between HOMO and LUMO (eV): 9.2
LUMO (eV): 0.87

```
! RIJCOSX wB97M-V def2-TZVPD def2/J DEFGRID3
* xyz 0 1
C -1.3960 1.4761 -0.0484
N -1.7272 0.3555 -0.6335
O -1.2528 -0.7500 -0.2769
H -1.8612 2.4848 -0.3623
H -0.7642 1.4951 0.8408
H -2.5320 0.3442 -1.3364
C 1.1471 -1.1393 1.1594
N 1.2794 -0.5172 0.0963
S 2.4087 -0.9954 -0.9911
H 0.2397 -0.9705 1.7624
H 1.8061 -2.0384 1.3804
H 2.6523 0.2552 -1.5906
*
```

---

Model two:
Molecular formula: C2H6N2OS
Method: DFT, ωB97M-V/def2-TZVPD

Calculated values
Gap between HOMO and LUMO (spin up / spin down) (eV): 7.4 / 8.4
LUMO (spin up / spin down) (eV): -0.54 / -0.34

```
! RIJCOSX wB97M-V def2-TZVPD def2/J DEFGRID3
* xyz 0 1
C -2.5838 0.3512 -1.2687
C -2.1652 1.6258 -0.5295
N -0.4501 -2.8484 -0.2160
N -2.1239 -0.5209 -0.1365
O -2.7320 -1.6382 0.1611
S -1.6685 0.8094 0.8988
H -3.6129 0.1547 -1.5362
H -2.0238 0.0566 -2.1611
H -1.4248 -2.7173 -0.5217
H -1.8418 2.4788 -1.0921
H -0.4294 -2.6056 0.8168
H -0.3193 -3.8676 0.0308
*
```

---

model one takes first place; second place is 21.5 kcal/mol up.

---

Model one:
Molecular formula: C2H6N2OS
Method: DFT, ωB97M-V/def2-TZVPD

Calculated values
Gap between HOMO and LUMO (eV): 10.0
LUMO (eV): 0.77

```
! RIJCOSX wB97M-V def2-TZVPD def2/J DEFGRID3
* xyz 0 1
C -0.0053 1.4773 1.2976
S 1.3820 0.5284 0.5454
N 0.8327 0.0155 -0.9396
C -0.2027 -0.8621 -1.2026
N -0.5635 -1.6337 -0.1412
O -0.7092 -0.8900 -2.3280
H -0.9419 0.9635 1.3024
H 0.3125 1.5743 2.3250
H -0.1989 2.4652 0.8132
H 1.0699 0.6362 -1.7074
H -1.1946 -2.3826 -0.4552
H 0.2189 -1.8921 0.4904
*
```

---

Model two:
Molecular formula: C2H6N2OS
Method: DFT, ωB97M-V/def2-TZVPD

Calculated values
Gap between HOMO and LUMO (eV): 7.4
LUMO (eV): 0.26

```
! RIJCOSX wB97M-V def2-TZVPD def2/J DEFGRID3
* xyz 0 1
C 0.1725 -1.1099 0.0828
C 0.2425 1.2101 -0.4889
N -1.7558 -0.6328 -0.4923
N 0.8796 0.1481 0.4120
O -2.4021 -1.3104 0.2236
S -1.4434 1.2453 0.1191
H -0.0202 -1.7771 1.0355
H 0.6806 -1.7022 -0.7263
H 0.8339 2.1288 -0.2711
H 0.3792 1.2542 -1.5623
H 0.5876 0.4281 1.3766
H 1.8456 0.1178 0.2914
*
```

---

Model three:
Molecular formula: C2H6N2OS
Method: DFT, ωB97M-V/def2-TZVPD

Calculated values
Gap between HOMO and LUMO (eV): 9.3
LUMO (eV): 0.76

```
! RIJCOSX wB97M-V def2-TZVPD def2/J DEFGRID3
* xyz 0 1
C -0.8354 0.7646 -2.2076
O -0.0843 1.0047 -1.0721
N 0.1972 -0.2100 -0.4294
C 0.5491 0.0879 0.7585
N 0.9121 -0.9500 1.5952
S 1.0230 -0.8785 3.2970
H -0.2372 0.2398 -3.0165
H -1.1618 1.7156 -2.5961
H -1.6482 0.1042 -2.0228
H 0.6825 1.1381 1.0500
H 0.8559 -1.8321 1.0837
H -0.2528 -1.1843 3.5601
*
```

---

Model four:
Molecular formula: C2H6N2OS
Method: DFT, ωB97M-V/def2-TZVPD

Calculated values
Gap between HOMO and LUMO (eV): 8.9
LUMO (eV): 0.62

```
! RIJCOSX wB97M-V def2-TZVPD def2/J DEFGRID3
* xyz 0 1
C -0.9227 -2.7950 -1.0998
O -0.7671 -1.3809 -0.8031
N 0.0617 -1.4051 0.2849
C 0.4178 -0.1820 0.5809
N 0.1402 0.8757 -0.0946
S 0.6848 2.3871 0.6195
H -1.5810 -2.8242 -1.9720
H -1.6955 -3.1204 -0.3371
H 0.0551 -3.4360 -1.2141
H 1.0481 0.0810 1.5544
H -0.5368 0.9990 -0.8340
H -0.4945 2.7221 1.0966
*
```

---

model one takes first place; second place is 72.8 kcal/mol up.

---

Model one:
Molecular formula: C4H16N2O2
Method: DFT, ωB97M-V/def2-TZVPD

Calculated values
Gap between HOMO and LUMO (eV): 10.6
LUMO (eV): -7.23

```
! RIJCOSX wB97M-V def2-TZVPD def2/J DEFGRID3
* xyz 2 1
C -0.1705 -1.7675 2.3540
C -0.6684 -1.0062 1.1891
C 0.6116 -0.2189 0.6606
C 0.2518 2.0952 1.0019
N 0.3723 1.1566 0.1853
N -1.0732 -2.8171 2.9238
H 0.8163 -2.3166 2.1362
H 0.0425 -1.1025 3.1719
H -1.0935 -1.5730 0.2566
H -1.5164 -0.3127 1.3953
H 1.6325 -0.0874 1.1843
H 0.6877 -1.0726 -0.1728
H 0.2094 2.1735 2.0896
H 0.2708 3.1300 0.6919
H 0.2025 1.4035 -0.9188
H -0.9815 -3.7328 2.3663
H -2.1344 -2.5765 2.7243
H -0.7740 -3.0397 3.8185
H 1.8038 0.9471 -2.3660
H 0.4627 1.3701 -3.2347
O 0.8419 1.0011 -2.3673
H -0.8511 1.6526 -5.1651
H 0.2905 2.2766 -5.0126
O -0.1305 1.4823 -4.6280
*
```

---

Model two:
Molecular formula: C4H16N2O2
Method: DFT, ωB97M-V/def2-TZVPD

Calculated values
Gap between HOMO and LUMO (eV): 11.8
LUMO (eV): -6.60

```
! RIJCOSX wB97M-V def2-TZVPD def2/J DEFGRID3
* xyz 2 1
C 0.7964 -1.8588 0.2890
O 1.7201 -0.7863 0.1137
C -0.5587 -1.4567 -0.3214
C -1.0955 -0.2707 0.4366
C -1.3115 1.0214 -0.3663
N 0.0007 1.7777 -0.5682
N -1.5266 -2.7442 -0.0134
H 1.0339 -2.8228 -0.2063
H 0.6328 -1.9787 1.3701
H 2.5128 -1.1697 -0.2870
H -0.7264 -1.2650 -1.3792
H -0.6208 -0.0144 1.3951
H -2.1415 -0.5237 0.8659
H -2.1261 1.6700 0.0263
H -1.6487 0.7481 -1.3832
H 0.7106 1.1934 -0.1167
H -0.0392 2.7222 -0.1853
H 0.1814 1.8022 -1.5686
H -1.5440 -3.1363 -0.9540
H -1.2386 -3.4375 0.6789
H -2.4995 -2.4086 0.1235
H 1.4181 3.7879 1.3268
H 2.5085 3.8018 0.2059
O 1.5726 3.6596 0.3842
*
```

---

model two takes first place; second place is 40.9 kcal/mol up.